<a>
Density functional theory data (the ωB97M-V functional and the def2-TZVPD basis) for a 2-piece molecular cluster, C4H7NO overall.

```
! RIJCOSX wB97M-V def2-TZVPD def2/J DEFGRID3
* xyz 0 1
C 0.3738 -0.7438 0.3946
C -1.0568 -1.0565 -0.0941
O -1.8977 0.1131 -0.2024
C -1.2343 1.2803 -0.1221
N 0.0141 1.3607 -0.3815
C 0.7479 0.2895 -0.6526
H 0.3358 -0.3563 1.4209
H 0.9724 -1.6573 0.3620
H -1.0382 -1.5307 -1.0802
H -1.5576 -1.7165 0.6164
H -1.8624 2.1313 0.1206
H 3.3580 1.0564 0.0577
H 2.8452 0.8299 -0.4394
*
```

Output
**HOMO energy**: -8.1434 eV
**Gap between HOMO and LUMO**: 8.2 eV
**LUMO level**: 0.071 eV

Atom charges from the natural (NBO) analysis, given in e for atoms 1 to 5: atom 1 (C): -0.56, atom 2 (C): -0.08, atom 3 (O): -0.48, atom 4 (C): 0.37, atom 5 (N): -0.51

=====

<b>
Density functional theory data (the ωB97M-V functional and the def2-TZVPD basis) for the molecule C4H7NO.

```
! RIJCOSX wB97M-V def2-TZVPD def2/J DEFGRID3
* xyz 0 1
O 0.5593 -0.7030 2.4295
C 0.0801 0.1838 1.5815
C 1.1725 0.1354 -1.0893
N -0.1279 0.1661 -0.7919
C -0.4586 -0.6139 0.4051
C -1.0937 0.8935 -1.3275
H 0.8992 -0.2156 3.1947
H 1.5388 0.7430 -1.9047
H 1.7782 -0.6335 -0.6373
H -1.5470 -0.7036 0.4931
H -0.0285 -1.6176 0.2947
H -0.8585 1.5433 -2.1580
H -2.0658 0.8909 -0.8642
*
```

Output
**HOMO energy**: -6.7930 eV
**Gap between HOMO and LUMO**: 7.6 eV
**LUMO level**: 0.779 eV

Atom charges from the natural (NBO) analysis, given in e for atoms 1 to 5: atom 1 (O): -0.66, atom 2 (C): 0.25, atom 3 (C): -0.38, atom 4 (N): -0.22, atom 5 (C): -0.38

=====

Relative to the most stable structure, the computed energies are <a> 0.0; <b> 58.2, all in kJ/mol.

=====

<a>
Density functional theory data (the ωB97M-V functional and the def2-TZVPD basis) for a 2-piece molecular cluster, C4H7NO overall.

```
! RIJCOSX wB97M-V def2-TZVPD def2/J DEFGRID3
* xyz 0 1
O 1.7018 0.9791 0.2637
C 0.9313 0.1766 -0.5744
C 0.8889 -1.3440 -0.3448
C -0.2660 -0.4890 -0.0288
C -1.6584 -0.5416 0.2647
N -0.9666 -0.2808 1.2852
H 1.2999 0.9543 1.1432
H 0.9895 0.5264 -1.6035
H 1.4536 -1.7384 0.4962
H 0.8219 -1.9878 -1.2191
H -2.6853 -0.7699 0.0084
H -1.3850 2.1932 0.5001
H -1.1586 2.3939 -0.1781
*
```

Output
**HOMO energy**: -9.6397 eV
**SMILES**: O[C@H]1C[C@]12C=N2.[H][H]
**Gap between HOMO and LUMO**: 10.6 eV
**LUMO level**: 0.997 eV

Atom charges from the natural (NBO) analysis, given in e for atoms 1 to 5: atom 1 (O): -0.69, atom 2 (C): 0.09, atom 3 (C): -0.47, atom 4 (C): -0.05, atom 5 (C): 0.10

=====

<b>
Density functional theory data (the ωB97M-V functional and the def2-TZVPD basis) for the molecule C4H7NO.

```
! RIJCOSX wB97M-V def2-TZVPD def2/J DEFGRID3
* xyz 0 1
C -1.3299 -0.7194 -0.0981
C 0.2907 0.0032 -0.1251
C 0.5516 0.4128 1.2955
N 0.5523 1.0408 -1.1743
C 1.1673 -0.2116 -1.2233
O 1.9461 -0.9790 -1.6798
H -1.6635 -0.6120 0.9628
H -1.3233 -1.7277 -0.5986
H -1.8445 0.1138 -0.7733
H 0.0694 1.3533 1.6270
H 1.5938 0.4757 1.6248
H 0.1253 -0.3922 2.0440
H -0.1353 1.2423 -1.8816
*
```

Output
**HOMO energy**: -9.6010 eV
**SMILES**: CC1(C)NC1=O
**Gap between HOMO and LUMO**: 10.4 eV
**LUMO level**: 0.834 eV

Atom charges from the natural (NBO) analysis, given in e for atoms 1 to 5: atom 1 (C): -0.62, atom 2 (C): 0.01, atom 3 (C): -0.63, atom 4 (N): -0.63, atom 5 (C): 0.68

=====

Relative to the most stable structure, the computed energies are <a> 184.1; <b> 0.0, all in kJ/mol.

=====

<a>
Density functional theory data (the ωB97M-V functional and the def2-TZVPD basis) for a 2-piece molecular cluster, C4H7NO overall.

```
! RIJCOSX wB97M-V def2-TZVPD def2/J DEFGRID3
* xyz 0 1
C 2.7257 -0.8517 0.7154
C -0.2667 1.0841 -0.6780
C -0.6924 -0.5184 1.1577
C -1.1983 0.0341 -0.2684
N 0.5028 1.1366 -1.6845
O 3.4185 -0.7282 -0.1525
H -0.4516 1.9930 -0.1766
H 0.4080 -0.3747 1.0644
H -0.7446 -1.5487 1.3441
H -1.1061 -0.0147 2.0654
H -2.2401 0.2785 -0.3205
H -1.0258 -0.8583 -0.8471
H 0.6707 0.3685 -2.2193
*
```

Output
**HOMO energy**: -9.6494 eV
**Gap between HOMO and LUMO**: 10.8 eV
**LUMO level**: 1.125 eV

Atom charges from the natural (NBO) analysis, given in e for atoms 1 to 5: atom 1 (C): 0.49, atom 2 (C): 0.15, atom 3 (C): -0.61, atom 4 (C): -0.48, atom 5 (N): -0.61

=====

<b>
Density functional theory data (the ωB97M-V functional and the def2-TZVPD basis) for the molecule C4H7NO.

```
! RIJCOSX wB97M-V def2-TZVPD def2/J DEFGRID3
* xyz 0 1
C -1.2691 -0.5489 0.0929
C -0.6924 1.0421 -0.7343
C 0.5895 0.9796 -0.8221
C 0.8332 -0.4368 -0.1427
N 1.1996 -0.2943 1.2208
O 1.2976 -1.3212 -0.8617
H -0.9624 -1.4329 0.6584
H -1.9465 -0.0619 0.8003
H -1.7936 -0.9496 -0.7759
H -1.5970 1.4779 -1.1190
H 1.3547 1.4915 -1.3843
H 2.1949 -0.4344 1.3529
H 0.7917 0.4890 1.7147
*
```

Output
**HOMO energy**: -9.0259 eV
**SMILES**: C/C=C\C(N)=O
**Gap between HOMO and LUMO**: 9.6 eV
**LUMO level**: 0.620 eV

Atom charges from the natural (NBO) analysis, given in e for atoms 1 to 5: atom 1 (C): -0.77, atom 2 (C): -0.07, atom 3 (C): -0.31, atom 4 (C): 0.69, atom 5 (N): -0.90

=====

Relative to the most stable structure, the computed energies are <a> 0.0; <b> 255.1, all in kJ/mol.

=====

<a>
Density functional theory data (the ωB97M-V functional and the def2-TZVPD basis) for a 2-piece molecular cluster, C4H7NO overall.

```
! RIJCOSX wB97M-V def2-TZVPD def2/J DEFGRID3
* xyz 0 1
C -0.0830 1.7682 1.6356
C -0.1488 0.7146 0.5523
C -0.0733 -0.5529 0.8801
O 0.0073 -1.6789 1.1967
H -1.0659 2.0072 2.0602
H 0.3392 2.6900 1.2312
H 0.5661 1.4400 2.4540
H -0.3020 0.9254 -0.5020
C 0.5237 -1.4048 -2.0034
N -0.7121 -1.1190 -2.0285
H 0.9661 -2.2355 -1.4421
H 1.2186 -0.7792 -2.5674
H -1.2443 -1.7797 -1.4558
*
```

Output
**HOMO energy**: -8.8136 eV
**SMILES**: CC=C=O.C=N
**Gap between HOMO and LUMO**: 9.6 eV
**LUMO level**: 0.813 eV

Atom charges from the natural (NBO) analysis, given in e for atoms 1 to 5: atom 1 (C): -0.60, atom 2 (C): -0.56, atom 3 (C): 0.72, atom 4 (O): -0.49, atom 5 (H): 0.21

=====

<b>
Density functional theory data (the ωB97M-V functional and the def2-TZVPD basis) for the molecule C4H7NO.

```
! RIJCOSX wB97M-V def2-TZVPD def2/J DEFGRID3
* xyz 0 1
C 0.6380 -0.9627 0.0223
C -0.8525 -1.1016 0.0642
O -1.5243 -0.1827 -0.6116
C -1.0313 1.0346 -0.6938
N -0.0901 1.3801 0.2793
C 1.0773 0.4818 0.3127
H 1.1184 -1.6954 0.6768
H 0.9467 -1.1992 -1.0145
H -1.3246 -2.0751 0.0028
H -0.5685 1.1596 1.1742
H -1.7267 1.7574 -1.0980
H 1.5229 0.5824 1.3075
H 1.8146 0.8209 -0.4218
*
```

Output
**HOMO energy (alpha / beta)**: -7.4458 / -7.4884 eV
**Gap between HOMO and LUMO (alpha / beta)**: 8.3 / 8.4 eV
**LUMO level (alpha / beta)**: 0.808 / 0.885 eV

Atom charges from the natural (NBO) analysis, given in e for atoms 1 to 5: atom 1 (C): -0.51, atom 2 (C): 0.03, atom 3 (O): -0.37, atom 4 (C): 0.20, atom 5 (N): -0.66

=====

Relative to the most stable structure, the computed energies are <a> 0.0; <b> 148.9, all in kJ/mol.